Below is C18H18N6O2S in the gas phase, with properties calculated with ωB97M-V/def2-TZVPD.

Properties
Energy relative to the best compared isomer or geometry (same formula, charge and spin) = 93.0 kJ/mol
SMILES = CC(=O)Nc1cccc(NC(=O)CSc2nnnn2Cc2ccccc2)c1
Kohn-Sham gap = 8.59 eV

```
! RIJCOSX wB97M-V def2-TZVPD def2/J DEFGRID3
* xyz 0 1
C -4.367 3.173 4.360
C -2.891 2.916 4.132
O -2.052 3.065 4.989
N -2.634 2.502 2.855
C -1.415 2.168 2.265
C -0.205 2.201 2.952
C 0.959 1.853 2.291
C 0.940 1.475 0.962
C -0.272 1.441 0.276
C -1.445 1.787 0.925
H -2.379 1.755 0.388
N -0.247 1.034 -1.065
C -1.266 0.983 -1.952
O -2.392 1.380 -1.772
C -0.882 0.401 -3.316
H -1.750 -0.112 -3.728
H -0.588 1.209 -3.988
S 0.518 -0.752 -3.285
C -0.181 -1.956 -2.258
N -1.432 -2.046 -1.857
N -1.486 -3.125 -1.092
N -0.360 -3.695 -1.000
N 0.513 -2.994 -1.728
C 1.923 -3.270 -1.788
C 2.667 -2.278 -0.927
C 2.431 -2.255 0.443
C 3.081 -1.335 1.245
C 3.970 -0.432 0.684
C 4.200 -0.446 -0.681
C 3.546 -1.363 -1.487
H 3.721 -1.369 -2.553
H 4.887 0.261 -1.122
H 4.480 0.285 1.311
H 2.890 -1.320 2.307
H 1.735 -2.959 0.876
H 2.057 -4.289 -1.418
H 2.252 -3.207 -2.829
H 0.662 0.720 -1.387
H 1.854 1.202 0.455
H 1.898 1.878 2.822
H -0.185 2.496 3.987
H -3.428 2.419 2.235
H -4.520 3.486 5.389
H -4.941 2.269 4.171
H -4.718 3.958 3.692
*
```

Below is a 4-piece molecular cluster, C23H29N6O7 overall, with properties calculated with ωB97M-V/def2-TZVPD.

Properties
Kohn-Sham gap = 6.93 eV

```
! RIJCOSX wB97M-V def2-TZVPD def2/J DEFGRID3
* xyz 1 1
C 3.303 1.045 3.239
C 2.819 2.260 4.173
O 2.407 3.334 3.295
C 1.280 4.075 3.834
C 0.029 3.931 2.859
N -1.084 3.087 3.388
C -0.754 1.686 3.460
N -0.031 0.947 2.492
N -1.222 1.016 4.540
H 3.148 0.071 3.817
H 4.388 1.217 2.959
H 2.689 0.947 2.286
H 3.724 2.612 4.754
H 1.986 1.894 4.866
H 1.591 5.177 3.794
H 1.067 3.854 4.923
H 0.425 3.608 1.839
H -0.403 4.980 2.726
H -1.949 3.225 2.835
H 0.665 0.323 2.922
H 0.381 1.541 1.765
H -1.708 0.137 4.339
H -1.149 1.423 5.476
C -1.267 -3.111 0.232
C -0.607 -2.002 0.753
C 0.646 -1.648 0.271
C 1.228 -2.407 -0.738
C 0.579 -3.521 -1.262
C -0.674 -3.872 -0.771
N 2.536 -2.014 -1.261
O 3.074 -1.041 -0.756
O 3.011 -2.673 -2.168
H -2.249 -3.382 0.606
H -1.072 -1.412 1.535
H 1.152 -0.784 0.684
H 1.030 -4.119 -2.045
H -1.191 -4.736 -1.172
C -6.815 -1.853 -2.600
C -5.836 -1.647 -1.633
C -5.261 -2.732 -0.982
C -5.672 -4.020 -1.311
C -6.656 -4.234 -2.272
C -7.227 -3.143 -2.916
N -5.052 -5.169 -0.647
O -4.204 -4.947 0.206
O -5.412 -6.280 -0.983
H -7.258 -1.004 -3.111
H -5.519 -0.639 -1.390
H -4.500 -2.558 -0.231
H -6.983 -5.235 -2.529
H -7.992 -3.299 -3.668
C 4.578 0.717 -4.631
C 4.713 2.000 -5.156
C 4.318 3.103 -4.408
C 3.792 2.909 -3.134
C 3.647 1.630 -2.607
C 4.042 0.532 -3.361
N 3.395 4.068 -2.331
O 3.517 5.173 -2.828
O 2.967 3.861 -1.204
H 4.893 -0.141 -5.215
H 5.130 2.139 -6.147
H 4.427 4.096 -4.827
H 3.235 1.474 -1.617
H 3.936 -0.468 -2.958
*
```

Below is C14H18Br6O12 as an isolated structure, with properties calculated with ωB97M-V/def2-TZVPD.

Properties
Kohn-Sham gap = 9.47 eV

```
! RIJCOSX wB97M-V def2-TZVPD def2/J DEFGRID3
* xyz 0 1
C 0.561 -0.631 0.083
Br -0.152 0.793 1.214
Br -0.022 -2.418 0.688
Br 2.582 -0.524 -0.260
H 0.051 -0.499 -0.871
C -5.190 1.577 -2.134
Br -6.248 2.685 -0.858
Br -6.112 1.763 -3.862
Br -5.212 -0.323 -1.497
H -4.163 1.942 -2.123
C -1.504 3.220 -8.421
C 0.021 3.387 -8.586
O 0.521 3.058 -7.337
C -0.391 2.565 -6.540
O -0.126 2.159 -5.435
O -1.582 2.511 -7.201
H -1.901 2.622 -9.241
H -1.942 4.218 -8.466
H 0.287 4.388 -8.924
H 0.332 2.616 -9.290
C 0.880 4.562 6.259
C -0.236 3.668 6.502
O -0.892 4.116 7.652
C -0.538 5.413 7.811
O -1.109 6.234 8.450
O 0.381 5.711 6.874
H 1.029 4.813 5.209
H 1.848 4.332 6.704
H 0.089 2.633 6.611
H -0.939 3.591 5.672
C -0.516 -3.484 7.951
C -0.459 -3.914 6.552
O 0.846 -4.443 6.457
C 1.329 -4.707 7.722
O 2.342 -5.341 8.030
O 0.482 -4.087 8.621
H -1.469 -3.687 8.440
H -0.290 -2.421 8.035
H -0.630 -3.160 5.784
H -1.056 -4.802 6.346
C 3.174 -3.227 -4.870
C 1.947 -4.125 -4.879
O 2.516 -5.150 -5.657
C 3.673 -4.906 -6.190
O 4.373 -5.635 -6.929
O 4.064 -3.680 -5.840
H 3.701 -3.260 -3.917
H 2.924 -2.189 -5.090
H 1.120 -3.619 -5.378
H 1.605 -4.345 -3.868
*
```

Below is C23H25FN2O3 in the gas phase, with properties calculated with ωB97M-V/def2-TZVPD.

Properties
Energy relative to the best compared isomer or geometry (same formula, charge and spin) = 22.7 kJ/mol
SMILES = Cc1cc(C)cc(C(=O)N[C@H]2CC23CCN(C(=O)c2cccc(O)c2F)CC3)c1
Kohn-Sham gap = 9.53 eV

```
! RIJCOSX wB97M-V def2-TZVPD def2/J DEFGRID3
* xyz 0 1
C 2.488 -4.501 -2.974
C 2.782 -3.048 -3.258
C 3.894 -2.685 -4.009
C 4.178 -1.347 -4.264
C 5.397 -0.958 -5.063
C 3.330 -0.367 -3.765
C 2.205 -0.708 -3.026
C 1.330 0.399 -2.510
O 1.768 1.526 -2.339
N 0.043 0.071 -2.262
C -0.917 0.987 -1.729
C -2.382 0.699 -1.906
C -1.761 0.603 -0.539
C -1.576 -0.768 0.090
C -0.548 -0.698 1.217
N -0.963 0.314 2.177
C -1.800 -0.062 3.175
O -2.184 -1.214 3.307
C -2.246 0.969 4.175
C -3.562 0.931 4.618
C -4.012 1.830 5.571
C -3.140 2.769 6.105
C -1.815 2.802 5.693
O -0.930 3.695 6.206
C -1.376 1.897 4.737
F -0.089 1.925 4.385
C -0.980 1.652 1.593
C -2.032 1.690 0.487
C 1.944 -2.054 -2.768
H 2.027 -4.620 -1.993
H 1.810 -4.912 -3.724
H 3.402 -5.093 -2.974
H 4.554 -3.454 -4.394
H 5.183 -0.101 -5.701
H 6.220 -0.688 -4.400
H 5.723 -1.772 -5.709
H 3.546 0.678 -3.950
H -0.254 -0.869 -2.458
H -0.606 2.016 -1.815
H -3.044 1.527 -2.124
H -2.678 -0.214 -2.410
H -2.528 -1.119 0.495
H -1.272 -1.515 -0.647
H -0.382 -1.649 1.715
H 0.424 -0.386 0.822
H -4.237 0.188 4.217
H -5.040 1.794 5.903
H -3.493 3.471 6.851
H -1.341 4.227 6.893
H -1.110 2.434 2.334
H 0.012 1.829 1.167
H -2.038 2.676 0.014
H -3.028 1.552 0.922
H 1.099 -2.349 -2.157
*
```

Below is C38H40I2InN4O6Sb as an isolated structure, with properties calculated with ωB97M-V/def2-TZVPD.

Properties
Energy relative to the best compared isomer or geometry (same formula, charge and spin) = 153.4 kJ/mol
Kohn-Sham gap = 7.13 eV

```
! RIJCOSX wB97M-V def2-TZVPD def2/J DEFGRID3
* xyz 0 1
In -0.691 0.300 0.869
O 2.459 3.247 0.088
C 1.692 4.154 -0.551
C 2.349 5.128 -1.303
C 1.628 6.083 -1.990
C 0.235 6.087 -1.942
C -0.417 5.125 -1.200
C 0.289 4.146 -0.494
C -0.450 3.108 0.261
O 0.243 2.215 0.919
N -1.750 3.128 0.223
N -2.291 2.032 0.885
C -3.389 2.242 1.489
C -4.172 1.191 2.159
C -5.529 1.170 1.828
C -6.363 0.164 2.278
C -5.837 -0.833 3.085
C -4.505 -0.785 3.464
C -3.655 0.233 3.038
O -1.773 1.617 3.631
H 1.842 2.630 0.539
H 3.430 5.110 -1.327
H 2.153 6.833 -2.567
H -0.330 6.837 -2.479
H -1.497 5.109 -1.144
H -3.814 3.244 1.435
H -5.921 1.948 1.182
H -7.408 0.156 1.998
H -6.467 -1.637 3.443
H -4.112 -1.547 4.124
I 2.782 -3.703 1.383
C 1.314 -2.945 2.656
C 1.322 -3.423 3.973
C 0.438 -2.896 4.877
I 0.515 -3.627 6.838
C -0.473 -1.894 4.502
C -1.391 -1.241 5.410
C -2.212 -0.278 4.997
C -2.220 0.245 3.589
N -1.374 -0.517 2.701
C -0.500 -1.463 3.172
C 0.423 -1.985 2.209
O 0.401 -1.508 0.969
H 2.031 -4.183 4.264
H -1.397 -1.545 6.449
H -2.902 0.204 5.681
H -1.373 1.766 4.495
C 6.781 -2.433 -1.935
C 5.498 -1.650 -1.909
C 5.002 -1.130 -0.724
C 3.815 -0.405 -0.672
C 3.349 0.138 0.649
C 3.125 -0.175 -1.866
C 1.902 0.644 -1.948
O 0.976 0.730 -1.168
C 3.620 -0.672 -3.088
C 2.890 -0.459 -4.391
C 4.786 -1.420 -3.084
H 7.108 -2.688 -0.928
H 7.576 -1.856 -2.411
H 6.666 -3.357 -2.503
H 5.544 -1.304 0.198
H 3.991 -0.223 1.451
H 2.331 -0.182 0.861
H 3.384 1.229 0.648
H 1.845 1.263 -2.861
H 1.842 -0.750 -4.312
H 3.351 -1.055 -5.178
H 2.930 0.586 -4.708
H 5.155 -1.825 -4.021
C -4.133 -0.410 -1.060
Sb -2.114 -0.098 -1.708
C -2.276 -1.372 -3.398
C -2.435 1.749 -2.722
H -4.771 -0.606 -1.921
H -4.490 0.478 -0.547
H -4.188 -1.252 -0.370
H -3.151 -1.038 -3.955
H -2.415 -2.399 -3.065
H -1.379 -1.315 -4.007
H -3.134 1.576 -3.540
H -1.496 2.137 -3.113
H -2.838 2.470 -2.015
C -0.530 -3.815 -1.178
C 0.544 -3.059 -1.920
N 1.674 -3.758 -2.195
O 0.390 -1.911 -2.307
H -1.016 -4.516 -1.860
H -1.261 -3.111 -0.791
H -0.114 -4.376 -0.343
H 1.866 -4.596 -1.672
H 2.470 -3.230 -2.520
*
```

Below is C4H9NO2 in the gas phase, with properties calculated with ωB97M-V/def2-TZVPD.

Properties
Energy relative to the best compared isomer or geometry (same formula, charge and spin) = 292.1 kJ/mol
SMILES = CN[C@H](C)C(=O)O
Kohn-Sham gap = 9.58 eV

```
! RIJCOSX wB97M-V def2-TZVPD def2/J DEFGRID3
* xyz 0 1
C 1.523 -1.423 -0.245
N 0.091 -0.959 -0.044
C -0.169 1.477 -0.693
C -0.772 0.205 -0.211
C -1.526 0.481 1.164
O -0.561 0.173 2.080
O -2.564 1.167 1.157
H 1.555 -2.168 -1.080
H 2.216 -1.711 0.570
H 1.947 -0.503 -0.721
H -0.441 -1.757 0.274
H -0.294 1.449 -1.848
H -0.693 2.398 -0.373
H 0.917 1.405 -0.628
H -1.436 -0.144 -1.000
H 0.208 -0.089 1.599
*
```

Below is a 14-piece molecular cluster, C3H33O14 overall, with properties calculated with ωB97M-V/def2-TZVPD.

Properties
Energy relative to the best compared isomer or geometry (same formula, charge and spin) = 51.6 kJ/mol
Kohn-Sham gap = 7.72 eV

```
! RIJCOSX wB97M-V def2-TZVPD def2/J DEFGRID3
* xyz -1 1
C -1.383 -0.577 0.355
C -0.775 0.695 -0.373
C -0.499 1.814 0.615
O 0.461 0.261 -0.892
H -1.590 -1.281 -0.480
H -2.344 -0.497 0.899
H -0.697 -0.986 1.042
H -1.420 0.967 -1.177
H -1.437 2.069 1.126
H -0.146 2.708 0.112
H 0.306 1.520 1.326
O 1.650 4.800 -1.205
H 1.776 4.831 -0.249
H 2.454 5.102 -1.590
O 1.979 -0.434 1.114
H 1.455 -0.129 0.345
H 2.099 -1.375 0.903
O 2.766 0.680 -2.618
H 2.359 0.872 -1.763
H 3.278 -0.128 -2.350
O 0.699 -2.813 -0.517
H 0.551 -3.520 -1.184
H 0.233 -1.972 -0.685
O 0.409 0.211 3.266
H 0.890 -0.050 2.535
H -0.483 -0.093 3.243
O -2.656 -2.120 -3.073
H -1.920 -1.564 -2.824
H -2.992 -2.484 -2.291
O -1.214 -3.502 1.347
H -1.353 -4.381 1.719
H -0.548 -3.562 0.670
O 1.294 3.015 3.178
H 0.882 2.163 3.004
H 1.923 2.846 3.876
O -3.154 -3.091 -0.656
H -3.397 -2.368 -0.070
H -2.383 -3.455 -0.228
O -1.485 -1.947 3.544
H -1.993 -2.545 4.114
H -1.298 -2.347 2.686
O 0.429 2.678 -2.670
H 0.521 3.295 -1.964
H 0.592 1.824 -2.192
O -0.457 -0.770 -3.194
H -0.125 -0.397 -2.378
H 0.361 -1.353 -3.336
O 2.440 2.287 -0.221
H 2.399 3.023 -0.785
H 1.544 2.080 -0.056
*
```

Below is an isolated ion of composition CH4ClN2 and charge +1, with properties calculated with ωB97M-V/def2-TZVPD.

Properties
Energy relative to the best compared isomer or geometry (same formula, charge and spin) = 0.0 kJ/mol
SMILES = NC(=[NH2+])Cl
Kohn-Sham gap = 12.57 eV

```
! RIJCOSX wB97M-V def2-TZVPD def2/J DEFGRID3
* xyz 1 1
C -0.377 0.000 0.000
N 0.246 -1.155 0.000
N 0.246 1.155 0.000
Cl -2.080 0.000 0.000
H 1.257 -1.222 0.000
H -0.275 -2.022 0.000
H 1.257 1.222 0.000
H -0.275 2.022 0.000
*
```

We obtain HOMO energy values of -0.30569 -0.42333 -0.38475 -0.32775 -0.25779 -0.32812 -0.20570 -0.61528 Eh for the records listed above, in that order.